# 1
The following is a quantum chemistry calculation of a molecular structure, C3H6N4O in a non-equilibrium geometry, from OMol25.

```
14
Properties=species:S:1:pos:R:3:nbo_charge:R:1
C -0.597 0.251 -0.360 0.34
C 0.422 1.338 -0.426 -0.30
C 1.763 -0.233 0.491 0.30
H -3.431 0.200 1.760 0.39
H -0.160 2.274 -0.238 0.25
H 0.812 1.654 -1.364 0.23
H 2.685 -0.658 1.371 0.17
H 1.753 -1.589 -1.239 0.31
H -0.733 -1.808 -0.039 0.40
N -1.827 0.564 -0.074 -0.23
N 1.446 0.907 0.438 -0.44
N 1.056 -1.399 -0.078 -0.45
N -0.223 -1.082 -0.460 -0.45
O -2.965 -0.420 0.219 -0.51
```

Values from the calculation:
total charge	0
orbital gap	7.28	eV
energy above the lowest of the compared OMol25 structures with the same formula, charge and spin	251.2	kcal/mol
HOMO energy	-8.79	eV
spin multiplicity	1

***

# 2
The following is a quantum chemistry calculation of a molecular structure, C23H40BrN9O14S2 in a non-equilibrium geometry, from OMol25.

```
89
Properties=species:S:1:pos:R:3:mulliken_charge:R:1
C 6.153 0.111 1.889 -0.85
C 5.757 1.549 1.486 0.68
O 6.548 2.178 0.817 -0.59
N 4.533 2.093 1.899 -0.24
C 3.885 2.860 0.805 -0.73
C 2.327 2.841 0.892 -0.45
C 1.724 2.879 -0.546 -1.07
C 0.491 1.950 -0.783 -1.29
C 0.513 0.606 -0.067 0.35
C -0.758 0.200 0.568 -0.47
C -0.940 -0.964 1.288 0.47
C -2.302 -1.315 1.893 -0.59
C -3.020 -2.266 0.885 0.55
O -2.471 -3.179 0.379 -0.42
Br -4.895 -1.958 0.375 -0.24
C 0.183 -1.865 1.473 1.15
N 0.153 -3.000 2.185 -0.74
S 1.706 -3.534 2.028 0.01
N 2.400 -2.408 1.067 -0.33
C 1.449 -1.473 0.814 0.12
C 1.611 -0.253 0.038 1.10
C 2.948 0.062 -0.629 0.18
C 3.449 -1.231 -1.394 -1.28
C 2.363 -1.837 -2.320 -0.53
S 1.508 -0.548 -3.330 -0.28
H 5.550 -0.644 1.360 0.15
H 6.068 -0.051 2.976 0.24
H 7.209 -0.053 1.626 0.34
H 3.944 1.335 2.238 0.11
H 4.235 3.907 0.814 0.40
H 4.239 2.446 -0.155 0.33
H 1.942 2.038 1.537 0.21
H 2.055 3.792 1.383 0.55
H 2.460 2.711 -1.348 0.48
H 1.373 3.913 -0.718 0.67
H 0.438 1.735 -1.869 0.11
H -0.426 2.522 -0.562 0.41
H -1.623 0.867 0.454 0.31
H -2.191 -1.908 2.813 0.40
H -2.942 -0.433 2.016 -0.19
H 2.898 0.844 -1.386 0.39
H 3.704 0.251 0.148 -1.27
H 3.907 -1.963 -0.719 0.42
H 4.247 -0.860 -2.069 0.60
H 1.607 -2.398 -1.749 0.18
H 2.834 -2.547 -3.019 0.50
H 0.174 -0.799 -3.250 0.16
C -4.815 2.037 2.329 -0.77
N -3.701 2.578 1.505 0.95
O -3.675 2.282 0.328 -0.51
O -2.889 3.278 2.072 -0.54
H -5.455 1.432 1.695 0.32
H -4.372 1.436 3.118 0.27
H -5.362 2.881 2.740 0.28
C 8.985 3.262 -0.455 -0.64
N 9.796 3.604 -1.655 0.88
O 10.962 3.266 -1.664 -0.54
O 9.231 4.201 -2.547 -0.54
H 9.617 2.736 0.252 0.30
H 8.621 4.193 -0.030 0.27
H 8.164 2.634 -0.780 0.27
C 1.626 1.362 -7.497 -0.71
N 0.518 1.681 -6.559 0.87
O 0.802 2.261 -5.533 -0.49
O -0.596 1.335 -6.888 -0.53
H 2.555 1.728 -7.074 0.30
H 1.652 0.283 -7.616 0.27
H 1.408 1.856 -8.440 0.29
C 2.540 -1.288 5.770 -0.83
N 3.169 -0.924 4.474 0.86
O 4.331 -1.225 4.310 -0.54
O 2.467 -0.348 3.669 -0.41
H 3.279 -1.792 6.384 0.32
H 2.206 -0.368 6.241 0.31
H 1.702 -1.945 5.553 0.29
C -8.444 -3.515 0.237 -0.17
N -9.266 -2.461 0.888 0.93
O -8.721 -1.416 1.172 -0.53
O -10.433 -2.724 1.091 -0.55
H -7.432 -3.144 0.121 -0.20
H -8.464 -4.390 0.881 0.28
H -8.893 -3.729 -0.729 0.22
C -12.999 -3.436 -1.150 -0.70
N -12.064 -4.477 -1.653 0.88
O -10.974 -4.112 -2.043 -0.53
O -12.457 -5.622 -1.637 -0.52
H -12.513 -2.470 -1.224 0.30
H -13.890 -3.471 -1.770 0.30
H -13.229 -3.674 -0.116 0.27
```

Values from the calculation:
total charge	0
orbital gap	7.87	eV
HOMO energy	-8.72	eV
spin multiplicity	1

***

# 3
The following is a quantum chemistry calculation of C4H11N3 in the gas phase in a non-equilibrium geometry, from OMol25.

```
18
Properties=species:S:1:pos:R:3:nbo_charge:R:1
C 1.848 -0.966 -1.453 -0.62
C 2.145 0.180 -0.463 -0.40
C 0.887 0.991 -0.084 -0.22
N 0.056 0.137 0.761 -0.63
C -1.285 -0.129 0.624 0.58
N -2.011 0.691 -0.256 -0.86
N -1.855 -1.012 1.373 -0.77
H 1.266 -1.840 -1.160 0.21
H 1.426 -0.530 -2.362 0.20
H 2.834 -1.350 -1.735 0.21
H 2.584 -0.194 0.461 0.20
H 2.725 0.883 -1.072 0.21
H 0.346 1.197 -1.011 0.20
H 1.187 1.927 0.391 0.19
H 0.462 -0.747 1.017 0.40
H -1.818 1.668 -0.089 0.38
H -2.966 0.436 -0.347 0.38
H -2.848 -0.813 1.347 0.33
```

Values from the calculation:
total charge	0
SMILES	[H]/N=C(\N)NCCC
orbital gap	9.56	eV
energy above the lowest of the compared OMol25 structures with the same formula, charge and spin	27.0	kcal/mol
HOMO energy	-8.60	eV
spin multiplicity	1

***

# 4
The following is a quantum chemistry calculation of C3H7NO in the gas phase in a non-equilibrium geometry, from OMol25.

```
12
Properties=species:S:1:pos:R:3:nbo_charge:R:1
C 0.140 1.299 -0.067 -0.14
C 1.161 -0.493 -0.123 -0.60
C -0.451 0.080 0.449 0.45
N -1.395 -0.558 -0.441 -0.90
O -0.637 0.011 1.722 -0.73
H -1.418 -1.563 -0.309 0.37
H -2.338 -0.192 -0.355 0.38
H -0.253 1.770 -0.967 0.22
H 0.802 1.841 0.599 0.22
H 0.972 -1.552 0.071 0.27
H 1.482 -0.448 -1.163 0.23
H 1.933 -0.195 0.584 0.23
```

Values from the calculation:
total charge	0
orbital gap (alpha / beta)	7.90 / 7.90	eV
energy above the lowest of the compared OMol25 structures with the same formula, charge and spin	101.8	kcal/mol
HOMO energy (alpha / beta)	-8.41 / -8.41	eV
spin multiplicity	1

***

# 5
The following is a quantum chemistry calculation of 2 unconnected molecules or ions with the total composition C4H9ClOS in a non-equilibrium geometry, from OMol25.

```
16
Properties=species:S:1:pos:R:3:nbo_charge:R:1
C 0.460 1.433 0.333 -0.64
C -0.368 -0.799 -0.186 -0.65
C 1.722 -0.482 1.283 -0.42
C 0.684 -0.052 0.569 0.04
O -3.896 -0.510 -3.223 -0.81
S -2.742 0.663 -3.319 0.51
Cl -1.232 -0.334 -4.232 -0.18
H 1.311 1.863 0.054 0.21
H -0.185 1.649 -0.502 0.20
H 0.110 2.004 1.120 0.22
H 0.064 -1.686 -0.519 0.22
H -0.864 -0.236 -1.049 0.21
H -1.242 -1.070 0.397 0.22
H 1.813 -1.455 1.501 0.19
H -3.916 -0.635 -2.276 0.49
H 2.448 0.329 1.680 0.20
```

Values from the calculation:
total charge	0
SMILES	C=C(C)C.OSCl
orbital gap	9.35	eV
energy above the lowest of the compared OMol25 structures with the same formula, charge and spin	45.2	kcal/mol
HOMO energy	-9.27	eV
spin multiplicity	1

***

# 6
The following is a quantum chemistry calculation of Cl2H2O2P2 in the gas phase in a non-equilibrium geometry, from OMol25.

```
8
Properties=species:S:1:pos:R:3:nbo_charge:R:1
O -3.864 -0.722 1.898 -1.03
O -1.525 -0.358 0.545 -1.10
P -0.523 0.705 -0.322 0.83
P -3.196 -0.456 0.630 1.72
Cl -3.923 -1.565 -0.777 -0.27
Cl -3.440 1.925 0.047 -0.06
H -1.122 1.734 0.327 -0.04
H -1.220 0.896 -1.554 -0.05
```

Values from the calculation:
total charge	0
orbital gap (alpha / beta)	6.71 / 5.98	eV
energy above the lowest of the compared OMol25 structures with the same formula, charge and spin	16.3	kcal/mol
HOMO energy (alpha / beta)	-6.81 / -10.85	eV
spin multiplicity	3

***

# 7
The following is a quantum chemistry calculation of a gas-phase ion, C3H8N3 (charge +1) in a non-equilibrium geometry, from OMol25.

```
14
Properties=species:S:1:pos:R:3:nbo_charge:R:1
C 1.614 1.037 -0.518 -0.08
C -0.130 -0.416 -0.103 0.35
C -0.290 0.587 1.004 -0.75
N 1.908 -0.195 -0.498 -0.20
N 0.859 -0.934 -0.669 -0.20
N -1.405 -1.240 -0.414 -0.74
H 0.824 1.496 -1.016 0.18
H 2.516 1.547 -0.306 0.22
H -0.768 1.517 0.752 0.27
H 0.613 0.928 1.433 0.29
H -0.610 0.094 1.963 0.26
H -1.791 -0.939 -1.410 0.47
H -2.237 -1.211 0.163 0.45
H -1.104 -2.270 -0.383 0.48
```

Values from the calculation:
total charge	+1
SMILES	C=N/N=C(\C)[NH3+]
orbital gap	10.46	eV
energy above the lowest of the compared OMol25 structures with the same formula, charge and spin	110.7	kcal/mol
HOMO energy	-14.54	eV
spin multiplicity	1

***

# 8
The following is a quantum chemistry calculation of C4H7N3 in the gas phase in a non-equilibrium geometry, from OMol25.

```
14
Properties=species:S:1:pos:R:3:nbo_charge:R:1
C 0.447 0.674 1.678 -0.65
N 1.127 0.226 -0.806 -0.58
C -0.060 -0.403 -1.023 0.47
C 0.235 0.942 0.238 0.08
N -0.365 -1.705 -0.808 -0.77
C -1.084 0.647 -1.363 -0.23
N -0.919 1.458 -0.338 -0.32
H 1.853 -0.337 -0.371 0.37
H 0.278 -2.272 -0.268 0.40
H -1.352 -1.927 -0.869 0.41
H -1.624 0.853 -2.276 0.20
H -0.195 1.351 2.241 0.25
H 0.182 -0.362 1.967 0.18
H 1.477 0.853 1.998 0.20
```

Values from the calculation:
total charge	0
SMILES	C[C@@]12N=C[C@@]1(N)N2
orbital gap (alpha / beta)	6.65 / 6.65	eV
energy above the lowest of the compared OMol25 structures with the same formula, charge and spin	101.5	kcal/mol
HOMO energy (alpha / beta)	-6.01 / -6.01	eV
spin multiplicity	1

***

Computed energy (eV) in order:
-11205.8849 -158271.9660 -8796.4473 -6758.3366 -29696.7725 -47747.3067 -7700.4800 -8727.2767